No. 1
{"formula": "C27H51AuN2OP3Se", "method": "ωB97M-V/def2-TZVPD", "total_charge": 3, "s_squared": 2.0230, "spin_multiplicity": 3, "relative_energy_kj_mol": 7.5, "symbols": ["H", "H", "H", "N", "H", "H", "H", "C", "H", "H", "H", "C", "C", "C", "C", "C", "H", "H", "H", "H", "H", "C", "H", "H", "Se", "C", "H", "H", "P", "H", "C", "H", "H", "H", "H", "C", "C", "H", "C", "C", "H", "C", "C", "H", "C", "H", "C", "H", "C", "H", "C", "H", "C", "C", "H", "H", "C", "H", "H", "P", "H", "H", "H", "C", "O", "H", "H", "H", "H", "H", "C", "C", "H", "H", "C", "H", "H", "Au", "H", "C", "H", "N", "P", "H", "H", "H"], "xyz": [[3.379, -2.332, 1.951], [0.901, -0.160, 2.969], [3.188, 0.168, -0.112], [-0.401, 2.224, 4.490], [-4.252, 2.118, 0.337], [0.798, -4.140, -2.569], [2.012, 1.648, 5.670], [1.314, -1.788, -4.755], [1.740, 2.640, 7.108], [-2.821, 0.732, -4.976], [-2.634, 0.657, -0.832], [-0.521, -3.934, 0.544], [-1.136, 0.975, 4.811], [2.495, 3.510, -4.207], [2.582, 0.185, 0.803], [0.497, 2.742, -3.076], [2.106, -3.675, -1.456], [-0.573, 0.453, 5.592], [-1.790, -1.803, -3.565], [-1.113, 0.337, 3.919], [-3.155, -4.674, -0.532], [-2.729, -3.944, -1.246], [-1.632, 0.051, -2.998], [2.312, -3.579, 1.229], [2.767, 3.168, -1.356], [-0.111, 2.534, -4.311], [-2.178, -4.493, -2.024], [3.246, 0.220, 1.680], [1.486, -1.287, 0.862], [-0.057, 2.560, -2.155], [1.241, 2.028, 6.350], [-3.554, -3.389, -1.718], [0.149, 2.445, -6.453], [-3.466, 3.409, 2.407], [3.665, -1.013, -3.399], [2.917, -0.859, -2.612], [-0.994, 3.104, 3.583], [2.633, 0.200, -2.598], [2.778, -2.595, 1.070], [-1.953, -0.731, -3.720], [3.367, -1.117, -1.648], [0.599, 2.729, -5.501], [1.892, 3.275, -5.449], [2.266, -2.139, -5.191], [0.879, -1.197, 2.610], [2.483, -4.037, -3.168], [-2.827, 2.709, 1.874], [2.416, 3.513, -6.382], [-2.325, 1.205, 0.061], [-2.950, -1.039, -5.577], [-2.722, -2.024, 0.874], [-3.105, -2.761, 1.598], [1.845, 3.132, -3.016], [-0.671, 1.664, 1.578], [-3.214, 1.482, 4.388], [-2.975, 0.214, 5.608], [1.745, -3.587, -2.487], [1.122, -0.757, -5.083], [1.961, 1.087, 0.778], [1.452, -1.851, -2.957], [3.802, 2.188, -1.784], [-0.017, -3.425, 1.376], [1.496, -1.803, 3.289], [-2.586, 1.169, 5.233], [-1.028, 4.321, 3.737], [0.378, 1.575, 1.883], [0.500, -2.429, -5.110], [0.750, 1.189, 6.850], [3.494, 3.951, -4.120], [-1.150, 2.202, -4.331], [-2.593, -0.328, -4.823], [-1.538, 2.443, 2.349], [-2.669, 1.905, 6.044], [-0.538, 3.237, 6.328], [0.243, 2.904, 5.621], [-1.118, -4.761, 0.944], [-2.171, -1.232, 1.403], [-0.357, -1.266, -1.615], [0.742, 3.798, 5.227], [-3.243, 2.031, 0.727], [-3.570, -1.570, 0.346], [-1.065, 1.025, 0.471], [-1.631, -2.798, -0.350], [-0.156, -1.561, 2.652], [0.229, -4.337, -0.147], [3.423, -2.643, 0.183]], "lowdin_spin": [0.0137, 0.0020, 0.0028, 0.0001, 0.0000, 0.0008, 0.0000, 0.0061, 0.0000, 0.0003, 0.0000, 0.0038, 0.0001, 0.0609, 0.0606, 0.0748, -0.0003, 0.0000, 0.0101, 0.0001, 0.0031, 0.0136, 0.0057, 0.0004, 0.5154, 0.0121, 0.0000, 0.0125, 0.3828, 0.0024, 0.0000, -0.0001, 0.0053, 0.0000, -0.0002, -0.0019, 0.0000, 0.0005, 0.0590, 0.0305, -0.0002, 0.1301, 0.0131, 0.0014, 0.0592, 0.0014, 0.0000, -0.0006, 0.0001, 0.0001, 0.0014, 0.0006, 0.1434, 0.0001, 0.0000, 0.0000, 0.0073, 0.0002, 0.0055, 0.0286, 0.0230, 0.0022, 0.0089, 0.0000, 0.0001, -0.0001, 0.0000, 0.0000, 0.0021, -0.0010, 0.0048, 0.0001, 0.0000, 0.0000, 0.0000, -0.0002, -0.0002, 0.2413, 0.0000, 0.0004, 0.0000, 0.0032, 0.0439, 0.0031, -0.0002, -0.0001]}



No. 2
{"formula": "C32H55LaNP2Si", "method": "ωB97M-V/def2-TZVPD", "energy_ev": -62876.6479, "total_charge": 1, "symbols": ["H", "H", "H", "P", "H", "C", "H", "H", "H", "H", "N", "C", "H", "H", "H", "H", "H", "H", "C", "H", "H", "H", "H", "H", "C", "H", "H", "Si", "C", "H", "C", "C", "H", "C", "H", "H", "C", "H", "H", "H", "C", "C", "H", "C", "H", "H", "C", "H", "H", "C", "H", "H", "H", "C", "H", "C", "H", "C", "C", "H", "C", "H", "P", "H", "C", "C", "H", "C", "H", "H", "C", "C", "C", "C", "C", "C", "H", "C", "H", "C", "H", "H", "H", "H", "C", "H", "H", "H", "H", "H", "C", "La"], "xyz": [[2.664, 2.955, 3.213], [-1.986, 3.572, -5.389], [1.418, 3.101, -4.075], [-1.528, 1.421, 0.273], [3.989, 1.468, 0.384], [-1.904, 2.591, -4.900], [-2.231, 3.247, 1.699], [-2.341, 3.739, 0.023], [-3.385, -5.527, 1.737], [-1.688, -5.898, 1.391], [-0.708, -2.678, 1.314], [-1.912, 4.146, -2.332], [1.329, -3.524, -2.680], [0.755, 0.844, 5.300], [-3.921, 2.906, -4.219], [-0.552, 0.105, 4.350], [0.657, -4.910, 2.088], [-1.466, 6.075, -3.042], [0.834, -4.597, 1.056], [-1.160, 0.547, -2.082], [-0.382, -2.354, -1.252], [0.681, 5.298, -3.332], [2.199, -6.205, 0.609], [-3.189, 2.595, -1.640], [0.143, -3.474, 0.532], [-0.697, 2.229, -1.980], [-3.347, -1.500, 2.725], [-2.032, -3.531, 2.158], [0.326, 0.766, 4.286], [-1.673, 4.571, -1.357], [1.955, 2.686, -1.509], [-0.037, 4.751, -3.963], [-2.119, 1.858, -5.701], [-2.464, -5.128, 1.289], [1.500, 3.388, -2.212], [4.599, -2.097, 1.506], [4.207, 0.551, 0.942], [4.434, -0.235, 0.208], [-0.138, 1.346, -4.714], [-3.831, 1.188, -0.670], [0.336, 3.299, -4.046], [1.322, 0.254, 3.313], [-2.191, 5.062, -4.271], [2.123, 2.509, 2.361], [0.659, -1.870, 4.907], [5.120, 0.724, 1.538], [-0.622, 1.275, -1.456], [0.971, 0.503, -3.945], [-1.529, -3.055, 4.541], [-1.549, -3.953, 3.907], [-0.742, 3.645, 0.813], [2.335, -2.480, 4.820], [-3.695, 0.660, 1.022], [2.839, -1.161, 2.300], [-2.653, -4.983, 0.218], [-1.728, 3.162, 0.724], [2.604, 2.871, 1.446], [-3.178, 0.669, 0.048], [1.691, -5.323, 0.227], [0.041, 5.221, -4.964], [3.704, -2.352, 2.090], [-3.096, -0.381, -0.282], [1.256, 1.006, -1.539], [-0.038, 1.758, 3.994], [-3.523, -2.410, 2.134], [1.207, -3.826, -1.641], [4.019, -2.810, 3.043], [3.059, 0.153, 1.801], [-4.361, -2.963, 2.588], [1.324, -0.939, -2.994], [1.782, -1.095, 3.254], [1.564, 0.132, -3.106], [0.322, -3.101, -0.836], [1.867, -4.934, -1.110], [-0.510, 2.333, -4.439], [2.128, 1.026, 2.426], [-3.226, 1.375, -3.694], [-2.999, 2.446, -3.816], [-2.321, -4.630, 4.303], [1.457, -2.171, 4.215], [2.517, -5.525, -1.756], [-3.804, -2.125, 1.112], [1.098, 2.903, 2.385], [2.623, 0.213, -3.392], [-2.668, 3.042, -2.487], [3.174, -3.126, 1.519], [1.832, 3.141, -0.526], [-0.582, -4.465, 3.995], [1.091, -3.068, 3.699], [3.024, 2.644, -1.730], [-1.469, 5.041, -3.439], [0.394, -0.612, 0.694]], "mulliken_charge": [0.3503, 0.3357, 0.9296, 0.5420, 0.3419, -1.1090, 0.5184, 0.4763, 0.4308, 0.3140, -0.0286, 0.1707, 0.4448, 0.3093, 0.4157, 0.3419, 0.1250, 0.4819, -0.3590, 0.7100, 0.9864, 0.3801, 0.4361, 0.8401, 0.8479, -1.7343, 0.2628, -0.3918, -1.6449, 0.1623, -0.8664, -0.9572, 0.4446, -1.0396, -0.1722, 0.4520, -1.7686, 0.4267, 0.4293, 0.5921, -0.7452, -0.0634, 0.3076, -1.6296, 0.4467, 0.3489, 0.6520, 0.0769, 0.2538, -0.9866, 0.3793, 0.3219, 0.4868, 0.0090, 0.3236, -1.5469, 0.3555, -1.1760, -0.6497, 0.3549, -1.3438, 0.1962, 0.9515, 0.4070, -1.0511, -0.9572, 0.2884, 0.9267, 0.4380, 0.0420, 1.2780, -0.7705, -0.4448, -0.8538, -0.0228, 0.8253, 0.3259, -1.1227, 0.4449, -1.3748, 0.3986, 0.2376, 0.2052, 0.4944, -0.4553, 0.0265, 0.0435, 0.3544, -0.1156, 0.5781, -1.1938, 1.2971]}